2 unconnected molecules or ions with the total composition ClFH2Si at a distorted geometry. Source: the OMol25 dataset; level of theory: the ωB97M-V functional and the def2-TZVPD basis.

XYZ file:
```
5
Properties=species:S:1:pos:R:3:forces:R:3
F 1.6252 2.0193 1.1074 -0.6 -1.0 -0.4
Si -0.3593 -0.6717 -0.1400 0.4 0.9 0.7
Cl -1.4305 0.6053 -1.1914 -0.5 -0.2 -0.5
H -0.4587 -2.1248 -0.3409 -0.1 0.1 -0.3
H 0.6233 0.1719 0.5649 0.7 0.3 0.6
```
Forces are in eV/Å.

## Properties
Total charge: 0
Largest force on an atom: 1.269 eV/A
Orbital gap (alpha / beta): 6.62 / 4.27 eV
Energy relative to the best compared isomer or geometry (same formula, charge and spin): 652.1 kJ/mol

Table of Löwdin atomic charges, one value per atom, all in e: F -0.642; Si 0.509; Cl 0.336; H -0.093; H -0.111